Record 1
Density functional theory data (ωB97M-V/def2-TZVPD) for 5 unconnected molecules or ions with the total composition C24H32NO11 in a non-equilibrium geometry.

Kohn-Sham gap   5.171 eV
LUMO   1.8 eV
Strongest force on any atom   0.07758 Eh/bohr
HOMO energy   -3.4 eV
Relative energy (zero: lowest compared OMol25 entry of this formula, charge and spin)   0.000 eV

```
! wB97M-V def2-TZVPD RIJCOSX def2/J DEFGRID3
* xyz -1 1
O 0.0034 0.2433 -0.4780
H 0.1896 1.0946 0.0269
H -0.0324 0.3595 -1.4628
H -0.7839 -0.2855 -0.0861
C -0.1843 4.3264 1.5574
C 0.1491 3.3104 0.6267
C -0.3636 3.4492 -0.8332
O -0.0608 2.5989 -1.6912
C -1.1369 4.6219 -1.1548
C -1.3701 5.6280 -0.2536
C -0.8993 5.4710 1.1732
O -1.1731 6.2888 2.0796
O -2.0399 6.6471 -0.5923
O 0.8774 2.2948 0.8391
H 0.1816 4.1757 2.5634
H -1.4836 4.7030 -2.1757
C -3.1536 0.3586 -2.3804
O -2.3800 -0.5864 -1.6651
C -3.1722 -1.6059 -1.0796
C -2.4516 -2.0930 0.1795
N -1.8616 -1.0065 0.9715
C -1.1992 -1.4555 2.1869
C -0.6050 -0.2598 2.8778
O -1.5360 0.8053 2.9486
C -1.3224 1.6956 4.0219
H -2.5651 1.0666 -2.9596
H -3.8392 0.9445 -1.7635
H -3.7490 -0.2043 -3.1113
H -3.1808 -2.4390 -1.7896
H -4.1877 -1.2588 -0.8829
H -1.6303 -2.7558 -0.1012
H -3.1126 -2.7050 0.8038
H -2.5433 -0.2888 1.2002
H -0.4069 -2.1648 1.9215
H -1.8315 -2.0880 2.8269
H 0.2533 0.0924 2.2906
H -0.1931 -0.4277 3.8780
H -1.6845 1.2970 4.9730
H -1.7663 2.6390 3.7007
H -0.2554 1.9496 4.0808
C 1.6600 -2.5115 -5.2988
C 1.3702 -1.2784 -4.7566
C 0.8509 -1.1275 -3.4663
C 0.5529 -2.2257 -2.6853
C 0.8781 -3.4775 -3.2262
C 1.3773 -3.6357 -4.5005
O 1.7854 -4.8855 -4.9026
O 0.4364 0.1315 -3.1112
H 2.0616 -2.6102 -6.2982
H 1.6197 -0.3643 -5.2855
H 0.1852 -2.1401 -1.6760
H 0.7174 -4.3650 -2.6267
H 2.5044 -4.7920 -5.5321
H 0.5366 0.7482 -3.8409
C 2.9369 -1.3689 1.2333
C 2.8712 0.0159 1.4267
C 2.7526 0.5001 2.7287
C 2.8689 -0.3224 3.8232
C 2.9912 -1.6997 3.6422
C 3.0028 -2.1727 2.3439
O 3.0543 -3.5577 2.1778
O 2.4694 1.8197 2.9579
H 2.7596 -1.8351 0.2718
H 2.7558 0.6460 0.5555
H 2.8160 0.0760 4.8274
H 2.9395 -2.4006 4.4630
H 3.5595 -3.7996 1.3997
H 2.1869 2.1966 2.0887
*
```

---

Record 2
Density functional theory data (ωB97M-V/def2-TZVPD) for a molecular structure, C10H8AsBrF22NaO2.

Kohn-Sham gap   7.547 eV
LUMO   1.9 eV
Strongest force on any atom   0.01748 Eh/bohr
HOMO energy   -5.6 eV
Relative energy (zero: lowest compared OMol25 entry of this formula, charge and spin)   0.000 eV

```
! wB97M-V def2-TZVPD RIJCOSX def2/J DEFGRID3
* xyz -1 1
Na -0.2802 0.6013 0.4337
As -2.3785 -2.1518 1.7019
F -3.0298 -3.7302 1.4886
F -3.8530 -1.3972 1.2240
F -1.6946 -0.5271 1.8819
F -0.8658 -2.8020 2.1857
F -1.8539 -2.1041 0.0453
F -2.8897 -2.1152 3.3375
Br 1.9263 -0.9363 -0.5696
C -2.2135 -0.6463 -3.0826
C -1.1237 0.3890 -3.2272
C 0.0002 -0.0115 -4.1682
F -0.5500 -0.2781 -5.3824
F 0.8578 1.0157 -4.2991
F -1.7057 1.5485 -3.6569
F -0.5728 0.5920 -2.0133
O -1.5600 -1.8810 -2.8456
C -2.3440 -2.9725 -2.7884
C -1.4763 -4.1323 -2.2920
F -2.1927 -5.2774 -2.4114
F -0.3679 -4.2348 -3.0570
F -3.3787 -2.7995 -1.9450
F -2.8852 -3.2445 -4.0092
H -2.8399 -0.6767 -3.9744
H -2.8185 -0.3667 -2.2166
H 0.5134 -0.8981 -3.7952
H -1.1901 -3.9404 -1.2527
C 2.4642 1.7816 1.7767
C 2.0906 1.0094 3.0160
C 3.2090 0.1379 3.5941
F 3.6128 -0.7742 2.6956
F 4.2657 0.9375 3.8910
F 1.7061 1.8519 4.0236
F 1.0206 0.2211 2.7579
O 1.3611 2.6231 1.4302
C 1.5267 3.9585 1.3240
C 1.8366 4.7014 2.6365
F 2.9845 4.2658 3.1909
F 1.9730 6.0173 2.3693
F 2.4679 4.2611 0.3942
F 0.3501 4.4397 0.8805
H 2.6504 1.0536 0.9751
H 3.3976 2.3236 1.9086
H 2.8392 -0.3726 4.4872
H 1.0107 4.5405 3.3371
*
```

---

Record 3
Density functional theory data (ωB97M-V/def2-TZVPD) for a molecular structure, C30H31BrFeN5O4 in a non-equilibrium geometry.

Kohn-Sham gap (alpha / beta)   7.333 / 6.948 eV
LUMO (alpha / beta)   -6.4 / -6.7 eV
Strongest force on any atom   0.02250 Eh/bohr
HOMO energy (alpha / beta)   -13.7 / -13.7 eV
Relative energy (zero: lowest compared OMol25 entry of this formula, charge and spin)   0.361 eV
Expectation value of S²   8.76

```
! wB97M-V def2-TZVPD RIJCOSX def2/J DEFGRID3
* xyz 2 6
Fe -1.6420 0.6615 -0.1040
C 2.0329 6.4438 -2.1573
C 1.4734 5.1797 -1.5535
C 2.2567 4.2972 -0.8443
C 1.7373 3.1054 -0.3022
C 2.6065 2.2056 0.3687
N 2.2758 1.0579 0.8643
C 3.2041 0.1711 1.5861
C 2.6786 -1.2741 1.6728
C 2.5248 -1.7867 3.1092
N 1.5795 -0.9323 3.8665
C 0.3200 -0.7825 3.6030
C -0.5107 -1.7239 2.9361
C -0.4579 -3.1088 3.1827
C -1.3713 -3.9802 2.6338
C -1.3652 -5.4521 2.9663
C -2.3103 -3.4421 1.7505
C -2.3513 -2.0939 1.4180
C -3.3090 -1.6457 0.4358
N -3.2643 -0.5400 -0.2133
C -4.4190 -0.2394 -1.0959
C -4.1116 0.8396 -2.1193
C -3.8931 2.2235 -1.5045
N -2.4981 2.3692 -1.0489
C -1.8474 3.4076 -1.4176
C -0.4405 3.6944 -1.1788
C 0.1237 4.8495 -1.7100
C 0.3696 2.8108 -0.4524
O -0.1143 1.7311 0.0767
C -1.4648 -1.1818 2.0434
O -1.4526 0.0870 1.7917
H 3.1174 6.4778 -2.0821
H 1.6303 7.3243 -1.6540
H 1.7579 6.5214 -3.2094
H 3.3111 4.5178 -0.7102
H 3.6476 2.5005 0.4860
H 1.3038 0.7630 0.7324
H 3.3557 0.5896 2.5831
H 4.1688 0.2014 1.0845
H 3.3564 -1.9475 1.1487
H 1.7087 -1.3479 1.1697
H 3.4754 -1.7723 3.6382
H 2.1729 -2.8115 3.0884
H 1.9971 -0.2168 4.4476
H -0.1284 0.1546 3.9271
H 0.2667 -3.4959 3.8918
H -0.7055 -5.6676 3.8042
H -1.0350 -6.0416 2.1092
H -2.3662 -5.7972 3.2257
H -3.0305 -4.1084 1.2832
H -4.1340 -2.3299 0.2239
H -5.2460 0.0832 -0.4605
H -4.7312 -1.1492 -1.6102
H -4.9521 0.8866 -2.8111
H -3.2268 0.5619 -2.6974
H -4.5559 2.3662 -0.6473
H -4.1267 2.9959 -2.2384
H -2.3770 4.1636 -2.0012
H -0.5131 5.5213 -2.2793
Br 3.5187 -4.6851 -1.7617
C 2.5637 -3.2332 -2.4905
C 2.8607 -2.7585 -3.7646
N 2.2251 -1.7199 -4.3005
C 1.2738 -1.1168 -3.5939
C 0.9160 -1.5311 -2.3162
C 1.5740 -2.6190 -1.7583
C -0.1023 -0.8009 -1.5255
O -0.8780 0.0244 -2.0669
O -0.1626 -0.9806 -0.2724
H 3.6284 -3.2293 -4.3671
H 0.7798 -0.2701 -4.0564
H 1.3017 -2.9746 -0.7722
*
```

---

Record 4
Density functional theory data (ωB97M-V/def2-TZVPD) for a single C10H15NO2 molecule in a non-equilibrium geometry.

Kohn-Sham gap (alpha / beta)   7.747 / 7.711 eV
LUMO (alpha / beta)   -0.2 / -0.1 eV
Strongest force on any atom   0.08122 Eh/bohr
HOMO energy (alpha / beta)   -7.9 / -7.8 eV
Relative energy (zero: lowest compared OMol25 entry of this formula, charge and spin)   4.903 eV

```
! wB97M-V def2-TZVPD RIJCOSX def2/J DEFGRID3
* xyz 0 1
C 1.7734 1.8297 0.2974
C 1.6805 0.3176 0.1096
C 2.4843 -0.3960 1.1749
C 0.1513 0.0474 0.2776
C -0.7796 0.8885 -0.5913
C -2.2510 0.4960 -0.4950
C -3.0632 1.4646 0.5762
N -4.0891 2.0772 0.4037
O -2.5887 -0.7931 -0.2257
C -1.5769 -1.8123 0.0006
O -1.9993 -2.9641 0.0885
C -0.1330 -1.4806 -0.0666
C 0.1977 -1.9339 -1.4970
H 1.3459 2.0491 1.2675
H 1.2023 2.3962 -0.5409
H 2.7592 2.2026 0.3753
H 1.9278 0.1027 -0.9423
H 2.0447 -0.1412 2.1225
H 3.4389 0.1945 1.2112
H 2.5863 -1.4602 1.0773
H -0.1277 0.0574 1.3670
H -0.4470 0.9018 -1.6186
H -0.7923 1.8946 -0.3660
H -4.5594 2.6180 1.1297
H 0.2864 -2.2052 0.5862
H -0.3450 -1.2639 -2.2327
H -0.2522 -2.9156 -1.6177
H 1.1258 -2.1721 -1.8715
*
```

---

Record 5
Density functional theory data (ωB97M-V/def2-TZVPD) for a gas-phase ion, C8H11N2O3 (charge -1) in a non-equilibrium geometry.

Kohn-Sham gap (alpha / beta)   6.899 / 6.900 eV
LUMO (alpha / beta)   3.6 / 3.6 eV
Strongest force on any atom   0.07276 Eh/bohr
HOMO energy (alpha / beta)   -3.3 / -3.3 eV
Relative energy (zero: lowest compared OMol25 entry of this formula, charge and spin)   5.149 eV

```
! wB97M-V def2-TZVPD RIJCOSX def2/J DEFGRID3
* xyz -1 1
C -0.2239 -1.5879 -1.3424
C 0.2269 -0.3169 -1.4758
C 0.7921 -1.7636 1.0105
C -2.3121 0.2411 -0.1927
C -0.4034 -2.1235 0.0904
C 0.1141 0.6317 -0.4663
C -1.0185 1.4777 1.5155
C 2.3341 1.5100 -0.7138
N 1.4091 -0.7268 1.0394
N -0.9810 0.8005 0.2591
O -3.0727 -0.1034 0.7190
O -2.4660 0.2169 -1.4228
O 0.9440 1.7319 -0.4393
H -0.1279 -2.2793 -2.1360
H 0.4801 -0.0638 -2.4712
H 0.9711 -2.5997 1.6901
H -1.2964 -1.5423 0.7439
H -0.4935 -3.2257 0.1179
H -1.8234 0.9943 2.2283
H -0.0255 1.4356 1.9312
H -1.3377 2.5862 1.5274
H 2.8331 0.7384 -0.0476
H 2.9050 2.3935 -0.3452
H 2.5726 1.5752 -1.8195
*
```

---

Record 6
Density functional theory data (ωB97M-V/def2-TZVPD) for a molecular structure, C4H4O3 in a non-equilibrium geometry.

Kohn-Sham gap   11.019 eV
LUMO   0.8 eV
Strongest force on any atom   0.02138 Eh/bohr
HOMO energy   -10.3 eV
Relative energy (zero: lowest compared OMol25 entry of this formula, charge and spin)   5.715 eV

```
! wB97M-V def2-TZVPD RIJCOSX def2/J DEFGRID3
* xyz 0 1
O -0.5547 1.1861 -1.3483
C -0.8775 0.7950 -0.1323
C 0.3759 0.1560 0.2786
C -0.1137 -1.0707 0.9683
O -1.2417 -0.8350 0.1233
C 0.9671 0.4037 -1.0006
O 1.7178 1.1142 -0.2096
H -1.6405 1.3247 0.4395
H 0.4257 -1.9980 0.7521
H -0.3354 -0.9795 2.0402
H 1.2770 -0.0965 -1.9112
*
```

---

Record 7
Density functional theory data (ωB97M-V/def2-TZVPD) for a molecular structure, C2H3N3O.

Kohn-Sham gap   10.571 eV
LUMO   0.6 eV
Strongest force on any atom   0.00815 Eh/bohr
HOMO energy   -9.9 eV
Relative energy (zero: lowest compared OMol25 entry of this formula, charge and spin)   3.523 eV

```
! wB97M-V def2-TZVPD RIJCOSX def2/J DEFGRID3
* xyz 0 1
O 1.8806 0.3381 -0.2672
C 0.6236 -0.0504 -0.0384
C -0.4791 0.7523 0.2404
N -1.5631 -0.1791 0.4243
N -1.0649 -1.3788 0.1697
N 0.2337 -1.3231 -0.0581
H 2.4019 -0.4626 -0.4328
H -0.5644 1.7854 0.5468
H -1.4682 0.5182 -0.5846
*
```

---

Record 8
Density functional theory data (ωB97M-V/def2-TZVPD) for a molecular structure, C27H73AlN5O6 in a non-equilibrium geometry.

Kohn-Sham gap   6.309 eV
LUMO   1.7 eV
Strongest force on any atom   0.22191 Eh/bohr
HOMO energy   -4.6 eV

```
! wB97M-V def2-TZVPD RIJCOSX def2/J DEFGRID3
* xyz -1 1
C -0.9245 -4.3181 1.2019
O -1.1095 -5.0612 0.0215
C -0.9443 -4.2779 -1.1566
C 0.2123 -3.2893 -1.1325
C 0.3392 -2.5586 -2.4660
C 1.4345 -1.4950 -2.4897
C 2.8666 -2.0270 -2.4212
C 3.9361 -0.9193 -2.4079
Al 5.4853 -1.4716 -3.5830
H 0.1299 -4.0829 1.3790
H -1.4777 -3.3696 1.1603
H -1.3083 -4.9023 2.0394
H -0.8033 -4.9871 -1.9755
H -1.8900 -3.7388 -1.3391
H 0.0563 -2.5396 -0.3492
H 1.1418 -3.8128 -0.8878
H 0.5183 -3.2867 -3.2685
H -0.6255 -2.0809 -2.6882
H 1.2699 -0.7901 -1.6629
H 1.3390 -0.9030 -3.4061
H 2.9769 -2.6597 -1.5312
H 3.0137 -2.7003 -3.2807
H 4.2762 -0.7520 -1.3771
H 3.4904 0.0251 -2.7533
H 6.0065 -2.9118 -2.9920
H 4.8498 -1.7192 -5.0824
H 6.6831 -0.3481 -3.6055
C -1.6914 4.1017 -2.8403
C -1.9710 2.6528 -3.2215
C -1.1154 1.6388 -2.4572
O 0.2286 1.5825 -2.8707
C 1.1206 2.4924 -2.2636
N -1.8601 2.5108 -4.6736
H -0.7514 4.4426 -3.2769
H -2.4832 4.7469 -3.2198
H -1.6276 4.2225 -1.7567
H -3.0111 2.4284 -2.9564
H -1.5198 0.6388 -2.6391
H -1.1713 1.8321 -1.3752
H 0.8340 2.6835 -1.2220
H 1.1679 3.4490 -2.7926
H 2.1060 2.0283 -2.2794
H -2.1674 1.5847 -4.9514
H -0.8748 2.5484 -4.9205
C 6.6724 -8.2250 -3.1052
C 7.0330 -7.3883 -1.8833
C 5.8213 -6.7780 -1.1686
O 5.2613 -5.6848 -1.8465
C 4.3044 -5.9637 -2.8432
N 8.0195 -6.3799 -2.2685
H 6.3990 -7.5849 -3.9444
H 7.5309 -8.8216 -3.4134
H 5.8346 -8.8941 -2.8979
H 7.5141 -8.0511 -1.1528
H 6.1641 -6.3828 -0.2077
H 5.0588 -7.5469 -0.9668
H 3.6928 -6.8295 -2.5570
H 4.7600 -6.1542 -3.8185
H 3.6728 -5.0816 -2.9343
H 8.3581 -5.9001 -1.4411
H 7.5455 -5.6554 -2.8051
C -2.2537 -0.2313 5.7201
C -2.0185 -0.1249 4.2190
C -2.0226 -1.4599 3.4761
O -0.8566 -2.2419 3.6415
C -0.8341 -3.1100 4.7517
N -0.7958 0.6454 3.9826
H -1.3600 -0.5877 6.2365
H -2.4985 0.7523 6.1194
H -3.0764 -0.9124 5.9474
H -2.8432 0.4568 3.7978
H -2.0602 -1.2394 2.4054
H -2.9137 -2.0525 3.7278
H -1.8333 -3.5112 4.9580
H -0.4653 -2.6217 5.6587
H -0.1676 -3.9357 4.5041
H -0.7030 0.8593 2.9954
H 0.0047 0.0628 4.2099
C -4.0176 4.2749 4.5210
C -4.2865 3.5799 3.1920
C -5.2870 4.3076 2.2940
O -6.6407 4.2120 2.7031
C -7.0565 5.1599 3.6612
N -4.6472 2.1838 3.4424
H -4.8422 4.1290 5.2215
H -3.1204 3.8545 4.9743
H -3.8696 5.3488 4.3863
H -3.3411 3.5659 2.6420
H -5.2530 3.8561 1.2988
H -5.0058 5.3660 2.1943
H -6.5772 6.1303 3.4880
H -6.8367 4.8478 4.6855
H -8.1345 5.2767 3.5549
H -4.6741 1.6887 2.5562
H -5.5966 2.1337 3.8016
C -1.8555 4.2229 -0.4239
C -1.7723 5.3437 0.6067
C -0.9972 6.5749 0.1290
O 0.4046 6.4061 0.0874
C 0.9215 5.8217 -1.0926
N -1.2645 4.7930 1.8626
H -0.9108 3.6815 -0.4912
H -2.6201 3.5033 -0.1299
H -2.1026 4.6065 -1.4154
H -2.7936 5.6953 0.8009
H -1.1718 7.3884 0.8380
H -1.3669 6.8968 -0.8546
H 0.3579 6.1515 -1.9723
H 0.9072 4.7298 -1.0616
H 1.9537 6.1531 -1.1905
H -1.3308 5.4818 2.6050
H -0.2721 4.6014 1.7600
*
```

---

Record 9
Density functional theory data (ωB97M-V/def2-TZVPD) for a molecular structure, C24H48Br10N4O2 in a non-equilibrium geometry.

Kohn-Sham gap   7.613 eV
LUMO   -0.1 eV
Strongest force on any atom   0.27050 Eh/bohr
HOMO energy   -7.8 eV
Relative energy (zero: lowest compared OMol25 entry of this formula, charge and spin)   36.505 eV

```
! wB97M-V def2-TZVPD RIJCOSX def2/J DEFGRID3
* xyz 0 1
C 4.1156 -3.1413 -1.3392
O 4.0524 -2.3184 -2.2327
N 3.3628 -3.0564 -0.2471
C 3.4810 -4.1979 0.6627
C 2.2508 -2.1539 -0.1137
H 4.9122 -3.8979 -1.2679
H 4.4681 -4.6510 0.5701
H 2.6792 -4.9349 0.6164
H 3.5028 -3.8396 1.6919
H 2.4788 -1.2978 0.5213
H 1.9892 -1.7972 -1.1098
H 1.4131 -2.7185 0.2956
C -0.2529 1.5713 -0.6943
O -0.7977 2.3894 0.0274
N 0.4896 0.5630 -0.1847
C 1.1705 -0.4249 -1.0807
C 0.8046 0.4995 1.2721
H -0.2000 1.5039 -1.7920
H 0.7839 -0.3428 -2.0965
H 1.0753 -1.4559 -0.7399
H 2.2257 -0.1737 -1.1883
H 1.8531 0.6668 1.5189
H 0.3039 1.2769 1.8491
H 0.4528 -0.4207 1.7386
C -1.2418 -1.1819 -1.6580
C -2.1399 -2.2673 -2.3778
C -3.5741 -1.7865 -2.5210
C -4.3364 -1.7634 -1.2367
N -4.9431 -1.8018 -0.2449
H -1.4943 -1.1579 -0.5979
H -1.3937 -0.1874 -2.0775
H -0.1780 -1.3522 -1.8235
H -2.1764 -3.1823 -1.7866
H -1.7683 -2.4128 -3.3921
H -4.1210 -2.4136 -3.2251
H -3.5351 -0.8082 -3.0002
C -1.7013 0.2021 2.6837
C -1.9163 -0.3892 1.2561
C -2.7892 0.5241 0.3723
C -4.1897 0.4453 0.7030
N -5.3395 0.3320 0.9015
H -1.1287 -0.4892 3.3020
H -2.6918 0.1597 3.1365
H -1.3129 1.2167 2.7729
H -2.2162 -1.4371 1.2653
H -0.8690 -0.5065 0.9777
H -2.7239 0.3064 -0.6938
H -2.3576 1.5201 0.4707
Br -3.0305 1.5067 -5.2829
C -2.1531 2.7451 -4.0025
C -1.1839 1.9724 -3.0756
Br -0.2520 3.3756 -1.9747
H -2.9909 3.2474 -3.5189
H -1.6256 3.5692 -4.4827
H -0.4428 1.5102 -3.7277
H -1.8169 1.3431 -2.4499
Br 3.6685 -0.0492 -0.9398
C 4.4890 -0.4539 0.8147
C 4.0694 0.5883 1.8495
Br 2.4230 0.0693 2.8632
H 5.5704 -0.5259 0.6988
H 4.3764 -1.4860 1.1465
H 3.9009 1.5579 1.3809
H 4.8458 0.7773 2.5908
Br 3.7934 4.0607 2.2977
C 1.8691 3.5309 2.2823
C 1.2715 3.4500 3.6256
Br -0.5575 2.6679 3.4952
H 1.7923 2.5119 1.9030
H 1.3630 4.1652 1.5546
H 1.0869 4.4680 3.9684
H 1.8817 2.8176 4.2705
Br -4.2948 4.0386 -0.1025
C -2.5289 5.0367 -0.1838
C -1.3079 4.1726 0.0506
Br 0.3845 5.0949 -0.4002
H -2.5958 5.8115 0.5799
H -2.4273 5.4561 -1.1848
H -1.3503 3.2712 -0.5608
H -1.1584 3.7892 1.0600
Br -0.3703 -6.5723 1.1024
C -0.0517 -4.5857 1.1542
C -0.9961 -3.7532 0.2353
Br -0.1231 -1.8947 0.2628
H 0.9144 -4.4049 0.6831
H 0.0459 -4.2730 2.1938
H -1.9698 -3.6735 0.7188
H -0.9950 -4.1500 -0.7799
*
```

---

Q: The lowest strongest force on any atom belongs to which entry?
A: C2H3N3O

---

Q: Which of these has the lowest strongest force on any atom?
A: C2H3N3O

---

Q: What is the formula in the sixth record?
A: C4H4O3